1.
61
Properties=species:S:1:pos:R:3 method="wB97M-V/def2-TZVPD" smiles="COc1ccc(CCNC(=O)C2CCN(C(=O)c3ccc(OC)c(OC)c3)CC2)cc1" multiplicity=1 e_above_lowest_kcal_mol=49.0 charge=0 orbital_gap_ev=8.9 homo_energy_ev=-8.3 total_energy_ha=-1418.2649 mol_weight_g_mol=426.5
H 3.370 2.734 1.233
C -2.075 -2.388 1.175
C 2.646 2.707 -0.793
C -3.655 1.708 1.309
H 4.709 -2.104 1.082
H -1.865 0.424 -1.815
H 4.747 -1.366 -1.876
C 2.141 -2.691 -1.077
H 2.672 -2.882 -1.998
H 1.460 0.482 0.424
H -3.380 -0.682 -3.088
C -0.671 2.545 -0.846
H 2.361 1.987 -1.562
C 4.786 -1.090 -0.820
H 1.139 4.101 -1.482
C 4.163 0.995 0.323
H 5.804 -0.791 -0.563
C -1.846 1.848 -0.248
H 0.210 -2.951 -1.971
H -7.091 -0.810 1.117
O -5.322 0.105 1.219
C 0.627 2.274 1.257
H -1.828 -3.147 1.924
C 4.351 -2.275 0.066
C 2.854 -2.409 0.086
C 1.462 3.641 -0.547
C -2.500 2.329 0.879
H 3.498 3.279 -1.162
H 1.738 4.423 0.168
H -4.185 2.066 2.177
C -2.381 0.761 -0.931
C 0.754 -2.227 1.275
O -0.653 2.826 -2.033
C -6.199 -0.730 0.496
O -4.079 -0.956 -1.150
O 5.191 1.054 0.962
C -3.436 -1.444 -2.305
C 0.052 -2.496 0.107
H 2.031 0.844 2.055
H 0.902 3.049 1.982
H 4.816 -3.186 -0.315
H -2.131 3.200 1.398
C -4.194 0.611 0.642
H 0.239 -2.043 2.204
H -2.435 -1.815 -2.070
H 3.012 -0.008 -1.026
O -1.306 -2.550 0.007
H -3.111 -2.510 0.865
C -3.540 0.125 -0.508
N 0.334 2.909 -0.005
H -5.778 -1.725 0.335
H -6.466 -0.294 -0.469
H 2.671 -1.963 2.166
N 3.935 0.061 -0.627
C 1.787 1.286 1.088
C 3.019 1.991 0.509
H -1.946 -1.390 1.606
C 2.139 -2.183 1.251
H -4.056 -2.271 -2.651
H -0.253 1.745 1.622
C 0.763 -2.732 -1.071

2.
59
Properties=species:S:1:pos:R:3 method="wB97M-V/def2-TZVPD" multiplicity=1 e_above_lowest_kcal_mol=0.0 charge=+1 orbital_gap_ev=5.4 homo_energy_ev=-8.5 total_energy_ha=-1896.9725 mol_weight_g_mol=612.8
C 3.872 -0.154 0.292
C -1.770 2.516 0.566
H -3.751 -3.611 2.126
H -1.428 4.111 3.056
H -2.404 3.408 0.664
H 5.466 -1.546 0.660
H -1.671 -4.547 -1.564
N 2.425 1.659 -0.382
C 4.806 -1.110 -0.094
H 2.383 0.386 -4.016
C -3.157 -3.318 1.261
H 2.471 -2.266 3.326
H 3.409 1.087 1.977
H 0.716 -1.969 3.564
Tl 0.260 -2.167 -2.798
P -0.243 2.767 1.468
C 3.122 0.003 -2.034
C 0.924 3.460 -0.940
H 1.903 -0.829 4.252
C 3.409 0.020 1.709
H -2.294 1.645 0.983
H -0.281 4.340 -4.000
H 1.078 -0.448 -2.911
C 3.969 -1.060 -2.364
N -1.616 -2.571 -0.939
C -2.774 -1.985 1.084
H 0.299 3.897 3.522
C 0.224 3.742 -3.244
C -0.590 3.403 3.106
H 1.976 -1.571 -0.298
P 1.610 -0.503 1.867
C -1.997 -3.857 -0.780
H 5.577 -2.331 -1.708
C 1.694 -1.496 3.406
H 0.740 2.133 -4.607
C -2.764 -4.269 0.312
H -1.666 -0.619 -0.222
C 1.491 1.778 -2.631
H -3.049 -1.197 1.786
H 4.023 -0.555 2.413
H -0.866 2.558 3.752
H 3.936 -1.451 -3.389
H 0.396 1.505 1.589
H 0.543 4.877 0.662
C 1.504 -1.878 0.646
C 0.883 3.840 0.528
C 2.063 0.451 -2.974
H -1.557 2.331 -0.494
C 0.800 2.522 -3.586
C 0.275 4.197 -1.918
H 2.022 -2.771 1.020
H -3.031 -5.321 0.391
C 3.166 0.570 -0.735
C -1.999 -1.647 -0.032
H 1.878 3.701 0.973
H 0.452 -2.116 0.454
C 4.851 -1.567 -1.420
C 1.646 2.277 -1.315
H -0.218 5.129 -1.633

3.
64
Properties=species:S:1:pos:R:3 method="wB97M-V/def2-TZVPD" multiplicity=1 e_above_lowest_kcal_mol=22.4 charge=+3 orbital_gap_ev="6.1 / 6.4" homo_energy_ev="-16.3 / -16.2" total_energy_ha=-3299.1316 mol_weight_g_mol=736.6
H -3.661 -21.350 1.206
S -6.289 -18.236 -4.371
C -7.539 -14.215 1.508
H -5.242 -16.512 0.897
C -1.707 -18.408 -1.189
H -9.296 -13.730 -2.171
H -0.753 -18.905 -1.020
C -5.569 -12.831 1.152
Tc -4.670 -18.485 -1.349
C -4.597 -14.282 -4.490
H -6.992 -17.109 -0.867
S -5.770 -17.764 -6.294
H -1.920 -13.266 -2.539
H -6.601 -12.761 4.375
H -2.584 -13.599 -4.923
H -4.788 -12.399 0.471
C -3.398 -20.381 0.722
C -2.919 -13.649 -2.797
H -2.632 -19.914 1.323
C -7.927 -16.692 -1.335
H -8.888 -18.596 -1.289
Sb -3.846 -19.343 -6.853
H -8.348 -14.766 1.092
S -4.600 -17.618 -3.286
C -7.521 -13.902 2.846
N -2.812 -19.391 -1.500
C -2.850 -20.633 -0.668
C -6.598 -12.997 3.318
C -9.216 -14.774 -1.967
C -5.149 -14.311 -2.148
H -4.912 -11.803 2.914
C -10.223 -16.968 -1.922
C -6.523 -13.729 0.668
C -2.121 -17.524 -0.014
C -10.305 -15.579 -2.168
H -1.975 -18.049 0.909
C -8.051 -15.341 -1.521
N -4.590 -19.466 0.710
C -9.022 -17.548 -1.520
H -3.698 -18.647 2.442
H -1.603 -17.812 -2.100
Si -6.566 -14.380 -1.032
H -11.234 -15.239 -2.540
C -3.875 -13.830 -1.814
H -3.599 -13.762 -0.778
H -8.300 -14.268 3.466
H -3.499 -21.344 -1.187
H -2.645 -19.745 -2.426
H -5.428 -20.036 0.841
H -3.591 -16.185 -0.623
C -5.609 -12.475 2.460
H -1.508 -16.660 0.061
H -4.807 -14.453 -5.512
H -5.424 -18.402 2.350
H -11.065 -17.627 -2.103
N -3.550 -17.104 -0.176
H -3.746 -16.389 1.846
C -4.297 -17.002 1.118
H -6.512 -14.862 -3.740
H -1.880 -21.089 -0.536
C -3.311 -13.837 -4.131
S -2.907 -19.851 -5.009
C -5.522 -14.531 -3.506
C -4.502 -18.392 1.739

Number 1: largest force on an atom 0.0137 Eh/bohr. Number 2: largest force on an atom 0.0574 Eh/bohr. Number 3: largest force on an atom 0.0417 Eh/bohr.